<A>
Formula: C6H13O
Source: the Open Molecules 2025 dataset
Level of theory: ωB97M-V/def2-TZVPD

Summary:
Spin multiplicity = 1
Kohn-Sham gap = 0.2172 hartree
SMILES = CCCCCC[O-]
Charge = -1
Highest occupied orbital energy = -0.07826 hartree

```
20
Properties=species:S:1:pos:R:3:mulliken_charge:R:1
C -1.995 1.735 -0.933 -1.162
C -0.942 1.535 0.316 -0.335
C -0.559 0.086 0.680 -0.438
C 0.893 -0.063 1.042 -0.704
C 1.731 -0.741 -0.144 -0.886
C 1.183 -2.209 -0.294 -0.452
O 0.355 -2.538 0.670 -0.807
H -1.526 1.555 -1.938 0.327
H -2.905 1.051 -0.765 0.278
H -2.605 2.745 -0.881 0.314
H -0.153 2.147 -0.110 0.263
H -1.583 1.949 1.179 0.212
H -0.693 -0.388 -0.351 0.134
H -1.172 -0.585 1.314 0.430
H 1.076 -0.636 1.938 0.397
H 1.354 0.974 1.084 0.289
H 1.682 -0.444 -1.195 0.273
H 2.692 -0.792 0.104 0.537
H 0.946 -2.465 -1.435 0.104
H 2.221 -2.917 -0.282 0.225
```



<B>
Formula: C6H13O
Source: the Open Molecules 2025 dataset
Level of theory: ωB97M-V/def2-TZVPD

Summary:
Spin multiplicity = 1
Kohn-Sham gap = 0.2159 hartree
SMILES = CC[C@@H](C)CC[O-]
Charge = -1
Highest occupied orbital energy = -0.07704 hartree

```
20
Properties=species:S:1:pos:R:3:mulliken_charge:R:1
C 1.070 -0.320 -2.297 -1.234
C 0.745 0.628 -1.146 -0.584
C -0.011 -0.035 0.024 0.339
C 1.003 -0.889 0.889 -1.415
C -0.746 0.970 0.891 -0.706
C -1.959 0.211 1.548 -0.589
O -2.978 -0.132 0.749 -0.883
H 1.909 -0.955 -1.964 0.247
H 0.272 -0.992 -2.603 0.374
H 1.469 0.157 -3.198 0.371
H 0.079 1.379 -1.590 0.304
H 1.652 1.061 -0.714 0.264
H -0.645 -0.800 -0.427 0.359
H 0.834 -1.933 0.600 0.246
H 0.651 -0.827 1.913 0.463
H 2.058 -0.646 0.755 0.342
H -0.223 1.388 1.744 0.393
H -1.350 1.591 0.219 0.287
H -1.524 -0.648 2.141 0.129
H -2.305 0.791 2.465 0.294
```



<C>
Formula: C6H13O
Source: the Open Molecules 2025 dataset
Level of theory: ωB97M-V/def2-TZVPD

Summary:
Spin multiplicity = 1
Kohn-Sham gap = 0.2274 hartree
SMILES = CC(C)CCC[O-]
Charge = -1
Highest occupied orbital energy = -0.08126 hartree

```
20
Properties=species:S:1:pos:R:3:mulliken_charge:R:1
C 2.158 -0.285 -0.657 -1.694
C 0.865 -0.022 0.090 1.208
C 0.838 1.294 0.885 -1.416
C -0.303 0.021 -0.912 -1.403
C -1.710 0.097 -0.348 -0.562
C -1.937 -1.051 0.743 -0.728
O -1.283 -0.883 1.895 -0.862
H 2.036 -1.036 -1.436 0.392
H 2.925 -0.701 0.012 0.392
H 2.661 0.569 -1.133 0.346
H 0.639 -0.830 0.776 0.351
H 0.272 2.070 0.371 0.265
H 1.834 1.681 1.099 0.451
H 0.295 1.088 1.807 0.260
H -0.045 0.869 -1.562 0.374
H -0.256 -0.777 -1.668 0.360
H -2.435 -0.180 -1.118 0.411
H -1.958 1.048 0.133 0.297
H -3.051 -1.036 0.847 0.353
H -1.547 -1.935 0.177 0.205
```



<D>
Formula: C6H13O
Source: the Open Molecules 2025 dataset
Level of theory: ωB97M-V/def2-TZVPD

Summary:
Spin multiplicity = 1
Kohn-Sham gap = 0.2274 hartree
SMILES = CC(C)CCC[O-]
Charge = -1
Highest occupied orbital energy = -0.08142 hartree

```
20
Properties=species:S:1:pos:R:3:mulliken_charge:R:1
C -0.990 -1.557 1.421 -1.453
C -0.436 -0.322 0.688 1.102
C -1.529 0.687 0.391 -1.643
C 0.298 -0.747 -0.588 -1.111
C 0.896 0.386 -1.423 -0.657
C 1.808 1.352 -0.622 -0.654
O 1.156 2.309 0.074 -0.872
H -0.545 -2.469 0.993 0.352
H -0.759 -1.552 2.487 0.333
H -2.068 -1.625 1.310 0.329
H 0.301 0.175 1.320 0.241
H -1.091 1.584 -0.059 0.373
H -2.269 0.234 -0.293 0.328
H -2.087 0.982 1.287 0.401
H -0.416 -1.300 -1.222 0.331
H 1.098 -1.435 -0.294 0.352
H 1.540 -0.087 -2.190 0.405
H 0.131 0.946 -1.961 0.354
H 2.543 1.780 -1.341 0.341
H 2.421 0.657 0.022 0.146
```



Stability, lowest: <A>



<A>
Formula: C2H3F2N
Source: the Open Molecules 2025 dataset
Level of theory: ωB97M-V/def2-TZVPD

Summary:
Spin multiplicity = 1
Kohn-Sham gap = 0.4051 hartree
Charge = 0
Highest occupied orbital energy = -0.42018 hartree

```
8
Properties=species:S:1:pos:R:3:mulliken_charge:R:1
C 0.022 -0.494 0.053 -0.080
C -0.738 0.110 1.124 0.376
N -0.655 -0.797 -0.967 -0.516
F 0.316 -0.144 2.650 -0.508
F -1.824 -0.509 1.460 -0.117
H 1.102 -0.395 0.084 0.373
H -0.727 1.281 1.295 0.200
H -0.083 -1.354 -1.565 0.272
```



<B>
Formula: C2H3F2N
Source: the Open Molecules 2025 dataset
Level of theory: ωB97M-V/def2-TZVPD

Summary:
Spin multiplicity = 1
Kohn-Sham gap = 0.3847 hartree
Charge = 0
Highest occupied orbital energy = -0.40631 hartree

```
8
Properties=species:S:1:pos:R:3:mulliken_charge:R:1
C 0.401 -1.032 0.797 0.244
C 0.187 0.192 0.991 -0.209
N 1.106 -0.077 0.009 -0.110
F -1.719 0.539 -1.207 -0.563
F 0.553 0.604 -1.558 -0.494
H -0.713 0.810 -1.455 0.427
H 0.279 -2.059 0.793 0.416
H -0.094 1.023 1.631 0.289
```



Stability, lowest: <B>



<A>
Formula: C2H2Cl2O2S
Source: the Open Molecules 2025 dataset
Level of theory: ωB97M-V/def2-TZVPD

Summary:
Spin multiplicity = 1
Kohn-Sham gap = 0.3544 hartree
Charge = 0
Highest occupied orbital energy = -0.37126 hartree

```
9
Properties=species:S:1:pos:R:3:mulliken_charge:R:1
C 1.950 0.251 0.037 -0.381
C -1.608 -0.742 -0.015 0.606
O -0.689 -1.442 -0.270 -0.388
O -0.383 1.237 -0.418 -0.476
S 0.932 1.517 0.173 0.326
Cl -1.963 -0.204 1.595 -0.121
Cl -2.871 -0.346 -1.104 -0.108
H 2.933 0.409 0.435 0.286
H 1.698 -0.679 -0.433 0.256
```



<B>
Formula: C2H2Cl2O2S
Source: the Open Molecules 2025 dataset
Level of theory: ωB97M-V/def2-TZVPD

Summary:
Spin multiplicity = 1
Kohn-Sham gap = 0.3739 hartree
SMILES = O=S(=O)(Cl)/C=C/Cl
Charge = 0
Highest occupied orbital energy = -0.39302 hartree

```
9
Properties=species:S:1:pos:R:3:mulliken_charge:R:1
O 1.556 0.168 -1.115 -0.496
S 1.047 0.632 0.143 0.931
O 1.966 0.867 1.194 -0.529
Cl 0.058 2.428 -0.086 -0.157
C -0.194 -0.511 0.551 -0.284
C -1.117 -0.729 -0.427 -0.067
Cl -2.329 -1.896 -0.430 -0.112
H -0.100 -0.914 1.480 0.468
H -0.887 -0.044 -1.311 0.245
```



Stability, lowest: <B>



<A>
Formula: C7H9NO
Source: the Open Molecules 2025 dataset
Level of theory: ωB97M-V/def2-TZVPD

Summary:
Spin multiplicity = 1
Kohn-Sham gap = 0.3705 hartree
Charge = 0
Highest occupied orbital energy = -0.33616 hartree

```
18
Properties=species:S:1:pos:R:3:mulliken_charge:R:1
C 0.845 -0.500 -1.931 0.234
C 0.625 0.493 -0.102 -0.359
C 0.170 1.081 1.270 -0.580
C -1.352 0.673 0.839 -0.589
C -1.219 -0.915 0.310 -0.485
C 0.313 -0.777 0.499 -0.223
C -0.084 -1.319 -0.895 -0.434
H 2.073 1.295 -1.267 0.329
H -0.152 0.822 -0.678 0.557
H 0.530 0.597 2.226 0.321
H 0.045 2.312 1.421 0.273
H -2.028 0.741 1.712 0.431
H -1.693 1.203 -0.118 0.273
H -1.685 -1.716 0.876 0.365
H 1.174 -1.199 1.059 0.496
H -0.236 -2.334 -1.228 0.407
N 1.658 0.335 -0.938 -0.533
O 1.015 -0.791 -3.055 -0.485
```



<B>
Formula: C7H9NO
Source: the Open Molecules 2025 dataset
Level of theory: ωB97M-V/def2-TZVPD

Summary:
Spin multiplicity = 1
Kohn-Sham gap (spin up / spin down) = 0.2826 / 0.3127 hartree
Charge = 0
Highest occupied orbital energy (spin up / spin down) = -0.28142 / -0.29977 hartree

```
18
Properties=species:S:1:pos:R:3:mulliken_charge:R:1
C -1.988 1.267 -0.812 0.124
C -0.080 -2.209 -0.265 -0.803
C 0.338 -1.272 -1.439 -0.427
C 1.299 0.902 0.624 -0.690
C 0.421 0.526 1.764 -0.915
C -0.471 -0.729 -0.374 -0.393
C -0.140 0.475 0.325 1.549
N -1.070 1.546 0.043 -0.135
O -2.764 1.831 -1.515 -0.442
H -0.750 -3.008 -0.730 0.229
H 0.617 -2.554 0.461 0.296
H 1.498 -0.977 -1.610 0.169
H -0.136 -1.388 -2.435 0.220
H 1.451 1.987 0.405 0.225
H 2.273 0.330 0.440 0.296
H 0.638 -0.372 2.246 0.286
H -0.186 1.286 2.341 0.217
H -0.949 2.359 0.530 0.194
```



Stability, lowest: <A>



<A>
Formula: C37H34BrN6O2Sn
Source: the Open Molecules 2025 dataset
Level of theory: ωB97M-V/def2-TZVPD

Summary:
Spin multiplicity = 1
Kohn-Sham gap (spin up / spin down) = 0.0498 / 0.0501 hartree
Charge = +3
Highest occupied orbital energy (spin up / spin down) = -0.54434 / -0.54242 hartree

```
81
Properties=species:S:1:pos:R:3:mulliken_charge:R:1
Sn -0.435 -1.503 0.101 0.777
C 4.418 -1.821 -3.591 -1.814
C 3.130 -1.200 -4.060 0.839
C 2.244 -1.948 -4.876 1.155
C 2.291 -3.479 -4.984 -1.689
C 1.146 -1.332 -5.484 0.791
C 0.382 -2.013 -6.582 -2.383
C 0.646 -0.103 -5.020 0.873
C -0.681 0.410 -5.487 -1.730
C 1.424 0.626 -4.073 0.707
C 0.974 1.920 -3.504 -1.906
C 2.711 0.081 -3.652 1.282
C 3.627 0.882 -2.845 -2.299
H 4.314 -2.619 -2.791 0.351
H 5.111 -1.066 -3.229 0.503
H 4.872 -2.316 -4.471 0.444
H 2.720 -3.965 -4.116 0.422
H 2.943 -3.766 -5.841 0.446
H 1.261 -3.842 -5.196 0.448
H 1.062 -2.657 -7.154 0.442
H -0.101 -1.351 -7.301 0.570
H -0.386 -2.659 -6.155 0.559
H -1.289 0.576 -4.593 0.363
H -1.220 -0.302 -6.204 0.347
H -0.614 1.394 -6.036 0.433
H 1.779 2.676 -3.621 0.530
H 0.791 1.837 -2.439 0.372
H 0.064 2.232 -4.008 0.446
H 4.049 0.297 -2.034 0.479
H 3.124 1.779 -2.420 0.384
H 4.530 1.249 -3.393 0.431
C -4.239 0.162 -1.889 -0.687
C -2.955 -0.293 -1.904 -0.342
N -2.065 0.124 -1.018 -0.080
C -2.424 1.064 -0.107 -0.101
C -3.745 1.486 -0.108 -0.367
N -4.576 1.046 -0.987 -0.517
C -1.402 1.367 0.884 0.365
C -1.672 2.191 1.994 -0.338
C -0.753 2.410 2.987 0.804
C 0.474 1.813 2.795 -0.746
C 0.795 1.068 1.649 0.478
N -0.175 0.730 0.706 0.320
C 2.002 0.345 1.443 0.351
C 3.151 0.624 2.264 -0.522
N 4.213 -0.222 2.269 -0.523
C 4.143 -1.337 1.497 -0.403
C 3.083 -1.583 0.675 -0.549
N 2.083 -0.696 0.533 0.097
C -1.075 3.285 4.151 0.348
C -0.107 3.925 4.927 -0.468
C -0.457 4.826 5.898 -0.488
N -1.754 5.197 6.045 -0.505
C -2.690 4.687 5.235 -0.458
C -2.409 3.644 4.409 -0.363
H -4.974 -0.021 -2.673 0.413
H -2.564 -0.948 -2.656 0.676
H -4.089 2.281 0.510 0.558
H -2.641 2.617 2.156 0.185
H 1.198 1.724 3.608 0.582
H 3.201 1.463 2.995 0.536
H 4.950 -2.039 1.611 0.477
H 3.071 -2.500 0.072 0.471
H 0.946 3.698 4.742 0.373
H 0.222 5.360 6.575 0.404
H -3.732 5.071 5.410 0.355
H -3.235 3.117 3.842 0.384
Br 0.209 -1.034 5.437 -0.077
C -1.478 -1.898 5.113 0.011
C -2.182 -2.255 6.296 -0.412
C -3.441 -2.841 6.260 -0.505
C -4.002 -3.111 5.018 -0.556
C -3.353 -2.763 3.840 -0.356
C -2.073 -2.249 3.824 0.430
C -1.426 -2.074 2.520 1.188
O -2.178 -2.044 1.511 -0.867
O -0.186 -1.966 2.331 -0.662
H -1.724 -2.024 7.315 0.328
H -4.001 -3.035 7.201 0.382
H -5.028 -3.524 4.992 0.367
H -3.821 -2.888 2.862 0.435
```



<B>
Formula: C37H34BrN6O2Sn
Source: the Open Molecules 2025 dataset
Level of theory: ωB97M-V/def2-TZVPD

Summary:
Spin multiplicity = 1
Kohn-Sham gap = 0.1977 hartree
Charge = +3
Highest occupied orbital energy = -0.56624 hartree

```
81
Properties=species:S:1:pos:R:3:mulliken_charge:R:1
Sn -0.218 0.284 -1.764 0.827
C -0.426 0.726 2.082 -1.533
C 0.032 -0.719 1.729 1.102
C -0.903 -1.631 1.125 1.500
C -2.334 -1.231 1.040 -1.959
C -0.439 -2.877 0.590 0.589
C -1.329 -3.848 -0.017 -1.772
C 0.967 -3.224 0.650 0.809
C 1.388 -4.677 0.583 -1.956
C 1.993 -2.169 1.439 2.641
C 4.872 -1.604 0.197 -0.604
C 1.366 -1.068 2.103 -0.007
C 2.220 -0.304 3.027 -2.342
H 0.357 1.240 2.663 0.445
H -1.374 0.723 2.665 0.344
H -0.714 1.164 1.098 0.106
H -3.023 -1.891 0.470 0.384
H -2.422 -0.194 0.710 0.339
H -2.724 -1.184 2.089 0.379
H -2.280 -4.027 0.489 0.455
H -0.832 -4.849 -0.131 0.429
H -1.554 -3.495 -1.056 0.131
H 1.421 -5.106 -0.473 0.404
H 0.684 -5.282 1.143 0.514
H 2.344 -4.956 1.078 0.158
H 5.203 -0.591 0.052 0.267
H 4.015 -1.856 -0.412 0.337
H 5.681 -2.325 0.065 0.181
H 2.800 0.510 2.517 0.277
H 2.996 -0.951 3.472 0.333
H 1.588 0.075 3.841 0.673
C 3.392 3.286 -1.930 -0.436
C 2.686 2.121 -2.280 -0.312
N 1.317 2.050 -2.144 -0.321
C 0.706 3.169 -1.672 0.331
C 1.505 4.227 -1.230 -0.021
N 2.782 4.307 -1.355 -0.471
C -0.733 3.232 -1.662 -0.285
C -1.547 4.326 -1.451 -0.281
C -2.954 4.179 -1.682 0.955
C -3.492 3.007 -2.224 -0.306
C -2.621 1.951 -2.466 -0.232
N -1.356 2.042 -1.901 0.026
C -2.853 0.699 -3.276 0.263
C -3.858 0.547 -4.279 -0.473
N -4.074 -0.684 -4.787 -0.412
C -3.193 -1.666 -4.569 -0.463
C -2.178 -1.532 -3.660 -0.211
N -1.902 -0.280 -3.148 0.056
C -3.811 5.382 -1.536 0.556
C -5.036 5.550 -2.189 -0.584
C -5.830 6.676 -1.876 -0.446
N -5.411 7.690 -1.096 -0.468
C -4.305 7.390 -0.324 -0.472
C -3.478 6.321 -0.597 -0.389
H 4.413 3.524 -2.311 0.426
H 3.156 1.178 -2.572 0.501
H 1.000 5.055 -0.695 0.410
H -1.218 5.357 -1.349 0.703
H -4.568 2.895 -2.489 0.545
H -4.602 1.271 -4.595 0.509
H -3.459 -2.508 -5.189 0.441
H -1.443 -2.324 -3.482 0.509
H -5.463 4.878 -2.922 0.368
H -6.772 6.816 -2.319 0.442
H -4.012 8.139 0.415 0.362
H -2.536 6.244 0.028 0.323
Br 5.792 -4.629 1.284 -0.083
C 4.657 -4.520 2.826 0.578
C 4.879 -5.468 3.826 -0.568
C 4.049 -5.588 4.938 -0.645
C 2.996 -4.646 5.022 -0.853
C 2.703 -3.700 4.054 -0.161
C 3.585 -3.551 2.903 0.688
C 3.373 -2.526 1.906 -1.078
O 4.428 -1.784 1.613 -0.293
O 1.947 -2.409 0.023 -0.811
H 5.724 -6.140 3.742 0.419
H 4.118 -6.444 5.546 0.497
H 2.341 -4.705 5.910 0.375
H 1.803 -3.067 4.156 0.340
```



Stability, lowest: <B>



<A>
Formula: C5H12NOS
Source: the Open Molecules 2025 dataset
Level of theory: ωB97M-V/def2-TZVPD

Summary:
Spin multiplicity = 1
Kohn-Sham gap = 0.3706 hartree
Charge = +1
Highest occupied orbital energy = -0.50144 hartree

```
20
Properties=species:S:1:pos:R:3:mulliken_charge:R:1
C 0.605 0.236 1.125 -0.907
C 0.645 -1.272 1.164 -0.419
C -0.397 -0.128 -0.847 -0.052
C 2.028 0.324 -1.022 -0.652
C -2.911 -0.350 0.217 -0.617
N 0.696 0.609 -0.315 -0.096
O -1.928 0.587 -0.037 -0.449
S -0.085 -1.840 -0.412 0.016
H -0.325 0.640 1.519 0.408
H 1.355 0.779 1.594 0.460
H 1.742 -1.630 1.026 0.332
H 0.088 -1.825 1.900 0.446
H -0.535 -0.289 -1.940 0.330
H 1.771 -0.377 -1.861 0.324
H 2.536 1.222 -1.262 0.340
H 2.347 -0.394 -0.208 0.253
H -3.957 -0.002 0.134 0.303
H -2.866 -0.641 1.263 0.247
H -2.939 -1.180 -0.490 0.301
H 0.586 1.669 -0.291 0.433
```



<B>
Formula: C5H12NOS
Source: the Open Molecules 2025 dataset
Level of theory: ωB97M-V/def2-TZVPD

Summary:
Spin multiplicity = 1
Kohn-Sham gap = 0.3443 hartree
Charge = +1
Highest occupied orbital energy = -0.48668 hartree

```
20
Properties=species:S:1:pos:R:3:mulliken_charge:R:1
C -0.832 0.527 -0.746 -0.726
C 2.571 -1.518 0.927 -0.876
C 1.757 -0.838 0.147 0.700
C -2.856 -0.485 0.172 -0.848
C 1.669 1.960 0.369 -0.931
N -1.796 -0.504 -0.733 -0.175
O 1.775 -0.866 -1.155 -0.439
S 0.686 0.488 0.870 0.094
H -1.203 1.493 -0.707 0.522
H -0.408 0.456 -1.756 0.435
H 3.311 -2.125 0.647 0.322
H 2.573 -1.445 1.986 0.285
H -2.605 -0.284 1.243 0.253
H -3.347 0.438 -0.235 0.322
H -3.600 -1.270 0.101 0.360
H 1.085 2.889 0.526 0.385
H 2.103 2.047 -0.621 0.361
H 2.548 1.708 0.951 0.386
H -1.460 -1.406 -0.883 0.245
H 2.351 -1.613 -1.458 0.323
```



Stability, lowest: <A>